(1)
{
  "formula": "C24H66N6O6",
  "method": "ωB97M-V/def2-TZVPD",
  "species": ["C", "O", "C", "C", "C", "N", "H", "H", "H", "H", "H", "H", "H", "H", "H", "H", "H", "C", "O", "C", "C", "C", "N", "H", "H", "H", "H", "H", "H", "H", "H", "H", "H", "H", "C", "O", "C", "C", "C", "N", "H", "H", "H", "H", "H", "H", "H", "H", "H", "H", "H", "C", "O", "C", "C", "C", "N", "H", "H", "H", "H", "H", "H", "H", "H", "H", "H", "H", "C", "O", "C", "C", "C", "N", "H", "H", "H", "H", "H", "H", "H", "H", "H", "H", "H", "C", "O", "C", "C", "C", "N", "H", "H", "H", "H", "H", "H", "H", "H", "H", "H", "H"],
  "xyz": [[-0.19988, -0.39751, -2.57399], [0.01927, 0.37027, -1.40160], [-0.05108, -0.41523, -0.24203], [0.01898, 0.45014, 0.98867], [1.40806, 1.03187, 1.27061], [-0.61832, -0.18956, 2.12592], [-1.21118, -0.80001, -2.51511], [0.62715, -1.09849, -2.73940], [-0.07171, 0.30319, -3.40274], [-0.97812, -1.00794, -0.20645], [0.79341, -1.12606, -0.20232], [-0.55344, 1.36809, 0.74728], [1.30725, 1.92264, 1.88457], [1.75498, 1.23818, 0.25712], [2.06722, 0.31972, 1.77191], [-1.53410, -0.57650, 1.95340], [-0.63111, 0.40547, 2.94502], [-2.60324, 2.68877, -3.53551], [-2.20610, 3.05997, -4.80989], [-1.37567, 2.10272, -5.44149], [-1.59450, 2.13948, -6.95002], [-3.06641, 2.26379, -7.31520], [-1.01137, 0.88596, -7.46995], [-1.78400, 2.51197, -2.80923], [-3.13914, 1.72723, -3.56642], [-3.18081, 3.47494, -3.05390], [-0.34432, 2.41760, -5.24730], [-1.59865, 1.10136, -5.05756], [-1.05686, 2.99738, -7.35436], [-3.64068, 1.38023, -7.04054], [-3.13460, 2.40054, -8.39798], [-3.48343, 3.16405, -6.86164], [-1.34873, 0.67059, -8.40142], [-1.34583, 0.11960, -6.89528], [3.92823, -2.26986, 3.58235], [3.27398, -3.17894, 2.74495], [2.81915, -4.32885, 3.40107], [2.16535, -5.21017, 2.37127], [0.93010, -4.53869, 1.78270], [1.70052, -6.45602, 3.01789], [3.19802, -1.74276, 4.20818], [4.37637, -1.50943, 2.93521], [4.76558, -2.68822, 4.15013], [3.67135, -4.85267, 3.86639], [2.10605, -4.12040, 4.21338], [2.86510, -5.48998, 1.57520], [0.34733, -5.19179, 1.13879], [1.17695, -3.62108, 1.24366], [0.34930, -4.18181, 2.63865], [1.42286, -7.14870, 2.33614], [2.39585, -6.89619, 3.60714], [-3.15651, 2.25113, 0.53628], [-4.41178, 2.72349, 0.95540], [-4.41874, 3.09354, 2.32504], [-5.83860, 3.01446, 2.84924], [-6.78360, 3.80843, 1.92388], [-5.81798, 3.50290, 4.21852], [-3.14793, 2.12562, -0.54688], [-2.93356, 1.27501, 0.98528], [-2.33746, 2.94644, 0.76365], [-3.75979, 2.43072, 2.89291], [-4.09228, 4.14267, 2.39238], [-6.18069, 1.97888, 2.77014], [-7.79479, 3.77992, 2.34487], [-6.87571, 3.33058, 0.95111], [-6.46359, 4.85103, 1.87990], [-6.73016, 3.48022, 4.65728], [-5.54290, 4.47960, 4.23212], [0.16830, 1.93060, 4.74482], [-0.84729, 0.98143, 4.87623], [-0.44882, -0.08783, 5.72434], [-1.60488, -1.04276, 5.92642], [-1.11155, -2.26378, 6.67949], [-2.12192, -1.53052, 4.62803], [1.11618, 1.47263, 4.40468], [0.43622, 2.40110, 5.70063], [-0.09440, 2.68410, 4.00538], [0.36512, -0.64094, 5.23504], [-0.08944, 0.32619, 6.67566], [-2.48300, -0.63982, 6.42639], [-1.96658, -2.80236, 7.09114], [-0.49046, -2.02574, 7.55017], [-0.54889, -2.94928, 6.04651], [-1.38721, -1.93696, 4.05635], [-2.45071, -0.71860, 4.11404], [2.97539, 0.43057, -4.62981], [4.34681, 0.31909, -4.91370], [4.98531, -0.64272, -4.09302], [6.45581, -0.66393, -4.44349], [6.64573, -0.83553, -5.94969], [7.14255, -1.70240, -3.67599], [2.44432, -0.42839, -5.06353], [2.57604, 1.36563, -5.01345], [2.78991, 0.40466, -3.54631], [4.85131, -0.41033, -3.03263], [4.57060, -1.62948, -4.35022], [6.86692, 0.32612, -4.21125], [6.33178, 0.05359, -6.48810], [6.01981, -1.66719, -6.29888], [7.67103, -1.08803, -6.22329], [7.59719, -2.37753, -4.27400], [7.84976, -1.30508, -3.07537]],
  "e_lumo_ha": 0.0252,
  "orbital_gap_ev": 9.54,
  "relative_energy_ev": 1.435,
  "e_tot_ha": -1733.84337,
  "molar_mass_da": 534.8,
  "smiles": "COC[C@H](C)N.COC[C@H](C)N.COC[C@H](C)N.COC[C@H](C)N.COC[C@H](C)N.COC[C@H](C)N",
  "fmax_ev_per_a": 1.98,
  "homo_ev": -8.86
}

(2)
{
  "formula": "C22H23N2S",
  "method": "ωB97M-V/def2-TZVPD",
  "species": ["C", "H", "H", "H", "C", "N", "C", "C", "C", "N", "C", "C", "C", "C", "C", "C", "C", "C", "H", "H", "H", "H", "C", "H", "H", "H", "H", "C", "C", "H", "H", "H", "H", "H", "H", "S", "C", "C", "C", "C", "C", "C", "H", "H", "H", "H", "H", "H"],
  "xyz": [[2.71512, -3.23765, -0.31193], [1.84021, -3.10444, -0.94362], [2.71471, -4.25362, 0.07176], [3.60141, -3.09980, -0.92585], [2.71108, -2.24897, 0.85041], [2.72255, -0.87490, 0.38948], [1.60212, -0.13678, 0.18787], [0.32120, -0.65838, 0.23388], [-0.89876, 0.05057, 0.19886], [-2.05120, -0.57979, -0.16568], [-3.28464, 0.03680, -0.07330], [-4.48482, -0.63765, -0.33497], [-5.70578, 0.00420, -0.26266], [-5.75442, 1.36394, 0.08243], [-4.60202, 2.04441, 0.36168], [-3.35377, 1.40224, 0.29750], [-2.15381, 2.07587, 0.62250], [-0.97130, 1.41200, 0.58956], [-0.06861, 1.90214, 0.90841], [-2.19931, 3.10981, 0.92701], [-4.62935, 3.08636, 0.64063], [-6.71021, 1.86156, 0.13249], [-6.97562, -0.72695, -0.54186], [-7.50034, -0.25879, -1.37345], [-6.79430, -1.76981, -0.78609], [-7.63352, -0.67894, 0.32459], [-4.49369, -1.68458, -0.58711], [-1.98517, -1.92276, -0.72563], [-2.17140, -3.00954, 0.33074], [-3.14172, -2.92059, 0.81161], [-1.41158, -2.94421, 1.10543], [-2.10567, -3.98783, -0.13720], [-2.75252, -2.01065, -1.49604], [-1.02304, -2.03443, -1.22945], [0.26719, -1.73049, 0.30338], [2.00651, 1.49918, -0.27935], [3.71279, 1.12183, -0.24629], [4.76795, 1.96703, -0.53554], [6.04958, 1.45455, -0.45250], [6.25887, 0.12909, -0.08938], [5.20238, -0.71338, 0.20297], [3.90801, -0.21055, 0.12964], [5.39101, -1.73896, 0.47483], [7.26543, -0.25396, -0.03519], [6.89200, 2.08916, -0.67477], [4.58755, 2.99088, -0.81956], [3.59745, -2.39736, 1.47026], [1.83819, -2.39842, 1.48908]],
  "e_lumo_ha": -0.1319,
  "orbital_gap_ev": 6.89,
  "e_tot_ha": -1359.65975,
  "molar_mass_da": 347.5,
  "fmax_ev_per_a": 1.00,
  "homo_ev": -10.48,
  "charge": 1
}

(3)
{
  "formula": "H22O11",
  "method": "ωB97M-V/def2-TZVPD",
  "species": ["O", "H", "H", "O", "H", "H", "O", "H", "H", "O", "H", "H", "O", "H", "H", "O", "H", "H", "O", "H", "H", "O", "H", "H", "O", "H", "H", "O", "H", "H", "O", "H", "H"],
  "xyz": [[1.99321, 1.11188, 0.80215], [2.01421, 0.98488, -0.15285], [2.90421, 0.98688, 1.11115], [-0.78279, 2.49588, -0.91485], [-1.77079, 2.58488, -0.93085], [-0.32579, 3.32688, -0.82285], [2.51221, -2.20412, 1.88215], [2.67821, -3.13412, 2.07415], [2.76821, -2.09412, 0.95315], [0.25321, -0.80112, 2.36015], [-0.23179, -1.56512, 2.67715], [1.13821, -1.26312, 2.25215], [-0.56279, 1.94588, 1.88915], [-0.54979, 2.30988, 1.02015], [-0.03279, 1.13188, 1.75915], [-3.14579, -0.43312, -0.84585], [-3.15779, -0.29212, 0.10615], [-3.81779, -1.09012, -1.03885], [-3.43179, 2.22288, -1.03685], [-3.05079, 1.31688, -1.03685], [-3.82079, 2.44488, -1.84285], [0.22821, -0.70912, -0.68785], [-0.40879, -0.05412, -0.75585], [0.27321, -0.98212, 0.22515], [-1.48779, -3.11512, 0.05015], [-0.78879, -3.14312, -0.60385], [-1.85779, -2.22812, -0.02185], [2.90021, -1.50012, -0.70085], [2.94621, -2.35712, -1.05685], [1.96621, -1.21812, -0.89985], [1.67521, 1.40688, -2.05485], [2.19421, 2.19188, -1.96085], [0.77921, 1.72188, -1.79685]],
  "e_lumo_ha": 0.0038,
  "orbital_gap_ev": 9.96,
  "relative_energy_ev": 1.192,
  "e_tot_ha": -840.83634,
  "molar_mass_da": 198.2,
  "smiles": "O.O.O.O.O.O.O.O.O.O.O",
  "fmax_ev_per_a": 3.13,
  "homo_ev": -9.85
}

(4)
{
  "formula": "C4H10O2",
  "method": "ωB97M-V/def2-TZVPD",
  "species": ["O", "C", "C", "O", "H", "H", "H", "H", "H", "H", "C", "C", "H", "H", "H", "H"],
  "xyz": [[-1.22182, -0.82090, -1.11953], [-1.00564, 0.54992, -0.88144], [-1.27447, 0.97171, 0.55492], [-2.66992, 1.05419, 0.74915], [-0.46898, -1.28895, -0.73213], [0.02146, 0.84554, -1.15045], [-1.69388, 1.09784, -1.53236], [-0.78553, 1.94360, 0.73971], [-0.81579, 0.23394, 1.23534], [-2.83203, 1.29258, 1.66904], [1.96479, -1.52585, -0.62780], [1.74532, -0.95710, 0.55429], [1.86984, -2.59939, -0.77311], [2.25648, -0.94135, -1.49717], [1.45447, -1.53797, 1.42637], [1.85016, 0.11641, 0.69786]],
  "e_lumo_ha": 0.0326,
  "orbital_gap_ev": 11.04,
  "relative_energy_ev": 1.936,
  "e_tot_ha": -308.82703,
  "molar_mass_da": 90.1,
  "smiles": "OCCO.C=C",
  "fmax_ev_per_a": 0.45,
  "homo_ev": -10.15
}